Record 1
Molecular formula: C14H21CoF4N2OS
Method: DFT, ωB97M-V/def2-TZVPD

```
44
Properties=species:S:1:pos:R:3:forces:R:3:lowdin_spin:R:1
Co 0.370392 0.924731 -0.941557 -0.063 0.132 0.675 2.775
C -2.192520 -0.369119 -2.569200 0.050 -0.024 0.004 0.002
C -2.701416 0.755179 -1.690986 -0.032 0.018 0.053 0.003
N -1.780034 1.144875 -0.601226 -0.072 0.079 -0.100 0.068
C -2.086056 2.531135 -0.156882 0.037 -0.033 0.051 0.000
C -1.865330 3.621803 -1.189823 -0.009 -0.003 0.016 0.003
C -1.938366 0.242433 0.556829 0.096 0.037 -0.078 0.005
C -0.893724 0.507999 1.642160 0.050 0.047 0.091 0.008
N 0.404699 0.779569 1.032699 -0.207 -0.452 -0.374 0.069
C 1.519021 0.349663 1.681657 0.109 0.142 -0.069 0.009
C 2.686026 0.088156 0.936285 -0.189 0.001 0.051 0.007
F 2.606148 0.275887 -0.412654 0.088 0.034 -0.030 0.031
C 3.857631 -0.373802 1.479034 0.001 0.012 0.061 0.000
F 4.895723 -0.627611 0.665738 -0.006 0.000 -0.008 0.000
C 3.971830 -0.594931 2.840849 0.066 -0.012 -0.097 0.007
C 2.857798 -0.320630 3.602947 -0.112 0.035 0.095 0.000
F 2.915940 -0.485005 4.934310 0.006 -0.003 -0.018 -0.001
C 1.672807 0.144037 3.061248 0.058 -0.017 0.053 0.007
F 0.670205 0.453895 3.910117 -0.016 -0.010 -0.008 0.002
H -2.898512 -0.548479 -3.380966 -0.012 0.003 0.014 0.000
H -2.076101 -1.304608 -2.026007 0.021 -0.068 0.044 0.000
H -1.231891 -0.106899 -3.016036 0.007 0.008 -0.003 0.001
H -3.672400 0.491264 -1.250146 -0.012 0.028 -0.021 0.002
H -2.861465 1.629862 -2.314513 0.023 -0.007 -0.013 0.000
H -1.443804 2.729745 0.699663 -0.007 0.031 -0.006 0.000
H -3.125799 2.547456 0.201083 0.005 -0.001 0.009 0.002
H -0.846327 3.595704 -1.571356 0.005 -0.003 -0.015 0.001
H -2.037333 4.584123 -0.705900 0.020 0.006 -0.002 0.000
H -2.555797 3.561096 -2.030178 -0.006 0.014 0.002 0.000
H -1.828233 -0.782018 0.195168 0.014 -0.010 -0.036 0.001
H -2.952141 0.345477 0.966877 0.015 -0.033 0.041 0.002
H -0.857577 -0.386253 2.270638 -0.023 0.019 0.018 0.002
H -1.224809 1.325595 2.289697 0.006 0.002 0.020 0.000
H 4.887464 -0.949910 3.287700 0.008 -0.002 -0.016 0.000
O 0.751932 2.102407 -2.020009 0.074 -0.035 -0.374 0.964
C -0.314251 -3.450693 -0.930062 -0.019 0.001 -0.052 0.005
S 0.708915 -1.972651 -0.997698 0.039 0.051 0.063 0.023
C 2.307207 -2.707867 -1.375352 -0.005 0.012 -0.039 0.003
H -0.307406 -3.976645 -1.883836 -0.007 0.006 0.002 0.000
H -1.333605 -3.146799 -0.699989 -0.013 0.011 0.004 0.000
H 0.038462 -4.108428 -0.137326 0.006 -0.010 -0.009 0.001
H 2.641565 -3.327774 -0.545136 -0.003 -0.009 0.000 0.000
H 3.012527 -1.893348 -1.519853 0.003 -0.002 0.005 0.000
H 2.248624 -3.298636 -2.287994 0.006 0.004 -0.005 0.000
```
Positions in Å, forces in eV/Å.

Properties
Spin multiplicity: 5
Relative energy (zero: lowest compared OMol25 entry of this formula, charge and spin), kJ/mol: 0.0
Orbital gap (alpha / beta), eV: 7.950 / 7.718
HOMO energy (alpha / beta), eV: -7.6 / -7.7
⟨S²⟩: 6.023


Record 2
Molecular formula: C14H21CuN3SSb
Method: DFT, ωB97M-V/def2-TZVPD

```
41
Properties=species:S:1:pos:R:3:forces:R:3:lowdin_charge:R:1
Cu -1.813364 0.112012 -0.347234 0.573 -0.162 0.072 0.035
N -4.559928 5.173813 3.794740 0.564 -0.779 -0.501 0.128
C -3.918730 4.389956 3.229178 -0.436 1.058 0.580 -0.207
C -3.113855 3.444278 2.505721 -1.241 -0.059 0.955 -0.257
C -2.339740 3.867659 1.440313 0.573 -0.658 -0.937 -0.038
C -1.754364 2.827831 0.685414 -0.382 0.927 0.517 -0.156
C -1.984029 1.481397 0.961847 -0.644 -0.205 -0.863 -0.416
C -2.675806 1.099542 2.122041 0.645 1.096 0.194 -0.168
C -3.270307 2.084417 2.876472 1.218 0.464 -1.389 -0.045
H -2.268686 4.928287 1.096643 -0.051 -1.011 0.694 0.128
H -1.118166 3.113802 -0.148507 -0.204 -0.081 -0.147 0.081
H -2.635954 0.078086 2.504616 -0.521 0.044 -0.413 0.097
H -3.857697 1.749662 3.667659 -1.001 0.171 1.548 0.091
C 0.677387 -2.150744 1.738356 1.334 0.441 -0.602 -0.308
Sb 0.707788 0.017080 1.223950 -0.623 -0.725 -0.921 1.339
C 0.719863 0.703365 3.288521 0.382 -0.087 -0.676 -0.298
C 2.699905 0.098803 0.256772 0.123 0.205 1.162 -0.333
H 1.599654 -2.558238 1.251621 -0.650 0.128 0.479 -0.002
H -0.172454 -2.655855 1.297656 -0.244 0.110 -0.045 -0.043
H 0.723399 -2.338087 2.810624 0.012 0.072 -0.019 -0.010
H 1.260364 -0.103501 3.769418 0.079 0.272 0.627 -0.019
H -0.312293 0.808030 3.657588 0.414 -0.176 -0.348 0.003
H 1.227149 1.666637 3.330121 0.062 -0.135 0.284 -0.002
H 3.242560 -0.669644 0.819601 0.526 0.291 -0.560 -0.019
H 3.113792 1.107018 0.410729 0.082 -0.427 0.168 -0.010
H 2.681774 -0.059369 -0.831070 -0.392 -0.298 0.498 -0.034
S -1.572600 -1.817768 -1.284294 0.519 -0.390 -0.904 0.669
C -0.129504 -1.806614 -2.230910 0.283 0.644 -0.473 -0.741
N 0.410791 -0.680887 -2.790507 -0.639 -0.634 0.231 0.036
C 1.465431 -0.699458 -3.835063 -0.002 0.599 0.063 -0.159
C 2.388505 -1.845325 -3.535351 -0.067 -0.477 1.695 -0.192
C 1.615849 -3.137467 -3.413345 -0.541 0.262 -0.142 -0.148
N 0.488809 -2.955617 -2.475752 1.336 0.351 -0.685 0.028
H -0.241968 0.078419 -2.669294 0.384 0.459 -0.261 0.107
H 2.101669 0.221886 -3.810806 -1.029 -0.458 0.108 0.135
H 1.045409 -0.817705 -4.865865 0.095 0.207 0.817 0.135
H 2.929983 -1.703184 -2.570226 -0.336 0.232 -0.658 0.125
H 3.107872 -1.940593 -4.302982 0.863 -0.083 -0.861 0.105
H 2.273420 -3.952826 -3.090034 -0.376 0.142 0.101 0.130
H 1.188991 -3.382540 -4.386778 0.084 -0.261 -0.121 0.123
H 0.069080 -3.776557 -2.151586 -0.773 -1.069 0.732 0.108
```
Positions in Å, forces in eV/Å.

Properties
Spin multiplicity: 1
Relative energy (zero: lowest compared OMol25 entry of this formula, charge and spin), kJ/mol: 55.6
Orbital gap, eV: 6.228
HOMO energy, eV: -6.2


Record 3
Molecular formula: C14H21F3O11
Method: DFT, ωB97M-V/def2-TZVPD

```
49
Properties=species:S:1:pos:R:3:forces:R:3:lowdin_charge:R:1
O -3.201067 -2.471578 4.600741 0.134 0.382 -0.072 0.188
C -3.412519 -3.283311 3.769442 0.755 0.085 0.283 -0.560
O -4.569863 -3.928804 3.613094 -0.967 -0.192 -0.104 0.082
C -4.309146 -5.118270 2.875836 -0.454 -0.403 0.023 -0.057
C -3.167739 -4.654108 2.014141 1.529 0.015 0.227 -0.296
F -3.585370 -3.938609 0.930072 -0.505 -0.006 -0.087 0.062
O -2.472735 -3.750717 2.873308 -0.937 -0.428 -0.184 0.115
H -4.118989 -5.888746 3.629251 0.740 -0.089 -0.384 0.147
H -5.141976 -5.515510 2.294791 -0.246 0.757 -0.022 0.144
H -2.470617 -5.397184 1.630718 -0.014 -0.088 0.299 0.169
O 2.450109 1.663011 0.635170 0.366 -0.675 0.282 0.198
C 2.526719 2.785253 0.296806 -0.250 0.500 -0.297 -0.543
O 3.471837 3.688141 0.674599 0.000 -0.343 0.083 0.084
C 3.250371 4.854646 -0.098552 -0.037 1.111 -0.015 -0.067
C 1.760368 4.798213 -0.303873 -0.083 -0.892 -1.101 -0.295
F 1.348628 5.442569 -1.417512 0.060 0.087 0.029 0.076
O 1.622629 3.381390 -0.535336 -0.271 0.499 0.515 0.100
H 3.562592 5.775266 0.392147 0.175 -0.328 0.375 0.144
H 3.767534 4.783135 -1.057510 -0.139 -0.044 -0.064 0.150
H 1.106148 5.081853 0.519684 0.181 0.131 0.151 0.176
O 2.170948 1.404235 -7.087704 0.460 -0.097 -0.689 0.197
C 1.696878 1.823806 -6.098366 -0.234 -0.027 0.088 -0.558
O 1.653994 1.163236 -4.927026 0.199 -0.281 0.227 0.087
C 0.696230 1.794419 -4.102585 -0.467 0.248 0.374 -0.063
C 0.711694 3.216356 -4.637945 -0.466 -0.450 -0.316 -0.302
F 1.680053 3.951471 -4.032143 0.236 0.205 0.173 0.067
O 1.064666 3.032224 -5.993071 -0.152 0.077 0.605 0.132
H -0.266212 1.292566 -4.243825 -0.050 0.255 -0.101 0.144
H 0.925836 1.753848 -3.039010 0.455 -0.057 -0.146 0.126
H -0.236230 3.741242 -4.551668 0.052 0.129 -0.174 0.168
C -1.592127 -0.504350 -0.846095 0.019 0.684 -0.748 -0.159
C -0.466863 0.343806 -0.269217 -0.738 0.501 1.890 -0.183
C 0.121032 -0.632083 0.736298 1.177 -0.239 -1.653 -0.201
O 0.303283 -1.787738 -0.111093 -0.696 0.158 0.595 -0.152
C -0.891598 -1.859252 -0.930564 0.897 -1.394 -0.254 -0.188
H -1.929068 -0.051779 -1.782968 0.084 -0.532 -0.250 0.101
H -2.490174 -0.539227 -0.229488 0.231 -0.044 0.342 0.109
H -0.732373 1.238919 0.305361 -0.494 0.098 -0.471 0.118
H 0.259267 0.645584 -1.019802 0.186 -0.259 0.038 0.095
H -0.529009 -0.887960 1.575050 -0.104 0.295 0.087 0.123
H 1.099730 -0.264013 1.033319 0.011 -0.395 0.404 0.098
H -1.493851 -2.721405 -0.619949 -0.270 0.363 0.381 0.100
H -0.488056 -2.204940 -1.889211 -0.359 0.676 -0.326 0.116
C 1.489815 -1.893210 3.947045 0.179 -1.164 0.888 -0.152
O 2.480284 -1.882826 4.975179 0.257 0.986 0.131 -0.133
H 0.656815 -2.515142 4.290634 -0.173 0.076 -0.329 0.075
H 1.115950 -0.884020 3.814658 0.247 0.095 -0.175 0.073
H 1.924617 -2.333812 3.049157 -0.276 0.311 -0.302 0.078
H 2.647566 -2.746615 5.348026 -0.249 -0.295 -0.226 0.065
```
Positions in Å, forces in eV/Å.

Properties
Spin multiplicity: 1
Relative energy (zero: lowest compared OMol25 entry of this formula, charge and spin), kJ/mol: 0.0
Orbital gap, eV: 9.849
HOMO energy, eV: -9.3


Record 4
Molecular formula: C14H21N3O2
Method: DFT, ωB97M-V/def2-TZVPD

```
40
Properties=species:S:1:pos:R:3:forces:R:3:lowdin_charge:R:1
C -6.874174 -2.228274 0.849858 -0.035 0.146 -0.200 -0.116
C -6.431420 -1.123307 -0.101085 0.186 -0.106 0.255 -0.275
C -5.071308 -0.552991 0.294864 -0.257 0.061 -0.304 -0.217
C -4.624738 0.560699 -0.658739 0.025 0.021 0.295 -0.119
C -3.278896 1.112787 -0.229561 -0.327 -0.221 -0.373 -0.474
O -3.147622 2.162307 0.357940 0.049 0.309 0.227 0.073
N -2.244167 0.282416 -0.555078 -0.115 -0.268 -0.180 0.142
C -0.887990 0.423590 -0.287260 0.480 0.077 0.125 -0.293
C -0.333500 1.515073 0.381205 -0.043 0.017 0.004 0.010
C 1.031388 1.520287 0.576114 0.085 -0.404 -0.207 -0.002
C 1.808250 0.457293 0.109706 -0.541 0.027 -0.057 -0.203
N 3.187605 0.493668 0.323561 0.149 0.358 0.217 0.131
C 4.130867 -0.420821 -0.050438 0.304 0.539 0.318 -0.459
O 3.883804 -1.441787 -0.649908 -0.052 -0.289 -0.161 0.081
C 5.550386 -0.043679 0.366644 0.118 -0.283 -0.130 -0.350
C 6.429450 -0.001915 -0.883085 -0.142 0.073 0.125 -0.060
C 6.054349 -1.099662 1.351521 -0.100 0.158 -0.046 -0.059
C 1.148892 -0.582941 -0.545726 0.500 -0.080 0.027 -0.064
N -0.155681 -0.591657 -0.733383 -0.655 0.154 -0.009 0.122
H -7.844373 -2.620210 0.554599 -0.089 -0.099 0.047 0.068
H -6.157578 -3.046746 0.845476 0.049 -0.114 0.039 0.071
H -6.952221 -1.847937 1.865803 -0.022 -0.010 0.134 0.072
H -7.173267 -0.322158 -0.097824 -0.018 0.045 -0.088 0.110
H -6.375716 -1.519459 -1.117776 -0.032 0.063 -0.067 0.109
H -4.331152 -1.357160 0.299107 0.019 -0.028 0.074 0.113
H -5.128138 -0.150026 1.308151 0.060 -0.025 0.059 0.125
H -5.348961 1.375580 -0.630796 0.101 0.010 -0.052 0.124
H -4.565494 0.177172 -1.679309 -0.020 0.001 -0.048 0.121
H -2.448329 -0.575944 -1.050463 -0.015 0.149 0.070 0.144
H -0.960133 2.318572 0.727672 -0.028 0.019 0.006 0.099
H 1.500840 2.348289 1.090199 0.023 0.083 0.047 0.114
H 3.508078 1.314777 0.819455 0.082 -0.259 -0.133 0.139
H 5.559515 0.938603 0.851159 -0.055 -0.052 -0.033 0.128
H 6.099612 0.784294 -1.559203 0.029 0.053 -0.114 0.082
H 6.364723 -0.953910 -1.403710 0.016 -0.073 -0.049 0.084
H 7.466005 0.183209 -0.611621 0.094 0.028 0.011 0.078
H 5.450137 -1.102728 2.256628 -0.010 -0.058 0.114 0.082
H 5.993096 -2.083030 0.892266 0.011 -0.090 -0.027 0.085
H 7.088403 -0.900981 1.623149 0.087 0.010 0.042 0.078
H 1.690641 -1.432966 -0.929706 0.091 0.058 0.043 0.105
```
Positions in Å, forces in eV/Å.

Properties
Spin multiplicity: 1
Relative energy (zero: lowest compared OMol25 entry of this formula, charge and spin), kJ/mol: 0.0
Orbital gap, eV: 8.883
HOMO energy, eV: -8.2